11
Properties=species:S:1:pos:R:3:nbo_charge:R:1 method="wB97M-V/def2-TZVPD" fmax_ha_per_bohr=0.044 de_lowest_kcal_mol=59.5 smiles="C=CO.C=O" total_charge=0
O 0.70779 -0.64401 -1.20229 -0.675
O -1.93128 -1.08965 0.05437 -0.512
C -2.69077 -0.43029 0.72734 0.272
C 1.22776 0.45425 -0.60549 0.130
C 2.37344 0.36035 0.08320 -0.516
H -0.23674 -0.46501 -1.34028 0.493
H -3.25179 0.39954 0.29373 0.119
H 0.70977 1.41574 -0.57180 0.163
H -2.61142 -0.55382 1.81490 0.122
H 2.98075 -0.52894 -0.05743 0.199
H 2.72248 1.08186 0.80376 0.205